{"formula": "C48H116N4O12", "method": "ωB97M-V/def2-TZVPD", "e_homo_ev": -8.25, "total_energy_ha": -3020.01829, "homo_lumo_gap_ev": 8.23, "charge": 0, "mol_weight_g_mol": 941.5, "symbols": ["C", "C", "C", "C", "C", "C", "C", "C", "C", "N", "O", "H", "H", "H", "H", "H", "H", "H", "H", "H", "H", "H", "H", "H", "H", "H", "H", "H", "H", "H", "C", "C", "C", "C", "C", "C", "C", "C", "C", "N", "O", "H", "H", "H", "H", "H", "H", "H", "H", "H", "H", "H", "H", "H", "H", "H", "H", "H", "H", "H", "C", "C", "C", "C", "C", "C", "C", "C", "C", "N", "O", "H", "H", "H", "H", "H", "H", "H", "H", "H", "H", "H", "H", "H", "H", "H", "H", "H", "H", "H", "C", "C", "C", "C", "C", "C", "C", "C", "C", "N", "O", "H", "H", "H", "H", "H", "H", "H", "H", "H", "H", "H", "H", "H", "H", "H", "H", "H", "H", "H", "C", "C", "C", "O", "H", "H", "H", "H", "H", "H", "H", "H", "C", "C", "C", "O", "H", "H", "H", "H", "H", "H", "H", "H", "C", "C", "C", "O", "H", "H", "H", "H", "H", "H", "H", "H", "C", "C", "C", "O", "H", "H", "H", "H", "H", "H", "H", "H", "O", "H", "H", "O", "H", "H", "O", "H", "H", "O", "H", "H"], "coordinates": [[-0.48304, -0.89662, -10.35904], [0.33366, -1.69148, -9.30505], [-0.59533, -1.88318, -8.12060], [0.73778, -3.05498, -9.90791], [1.63465, -3.92024, -9.04202], [2.93394, -3.14232, -8.88411], [2.72911, -1.71255, -8.25771], [2.57951, -1.89736, -6.69001], [4.06131, -0.94361, -8.52324], [1.62832, -1.01875, -8.97748], [1.38116, 0.20948, -8.31771], [-0.74211, 0.06388, -9.91358], [0.16660, -0.78401, -11.22701], [-1.35664, -1.47584, -10.65808], [-1.57109, -2.29423, -8.37949], [-0.16911, -2.56504, -7.38473], [-0.74812, -0.96655, -7.55090], [-0.10698, -3.74262, -9.94823], [1.20364, -2.99552, -10.89154], [1.23004, -4.28704, -8.09871], [1.88317, -4.85823, -9.53852], [3.46938, -3.15068, -9.83350], [3.46958, -3.80270, -8.20213], [2.35421, -0.94967, -6.20089], [3.55689, -2.17727, -6.29698], [1.83947, -2.66199, -6.45384], [4.88597, -1.50672, -8.08627], [4.15708, 0.02829, -8.03915], [4.20911, -0.78749, -9.59183], [1.88565, 0.84636, -8.82905], [1.43948, 9.78198, -0.52275], [1.38674, 8.24217, -0.43487], [2.07068, 7.86355, 0.88334], [-0.09253, 7.86620, -0.24642], [-0.51046, 6.35098, -0.41746], [0.05842, 5.87771, -1.82010], [1.54948, 6.17947, -1.94987], [2.31242, 5.19031, -0.93829], [1.96423, 5.87718, -3.42142], [1.84968, 7.63762, -1.69589], [3.17262, 8.02535, -1.92927], [1.26339, 10.22220, 0.45872], [2.45618, 10.13542, -0.69456], [0.73476, 10.17229, -1.25700], [1.68493, 6.90412, 1.22803], [3.15551, 7.80383, 0.79575], [1.71972, 8.51378, 1.68467], [-0.54817, 8.41070, 0.58063], [-0.57416, 8.32497, -1.10994], [-0.16297, 5.65823, 0.34900], [-1.59682, 6.28619, -0.47845], [-0.48975, 6.39866, -2.60509], [-0.14645, 4.83000, -2.04017], [1.92012, 4.87550, 0.02872], [3.27219, 5.58045, -0.59958], [2.52431, 4.29877, -1.52851], [2.05143, 4.79723, -3.54060], [2.95442, 6.22269, -3.71846], [1.35190, 6.26961, -4.23330], [3.00221, 8.85658, -2.37829], [-2.60223, -1.50520, -1.02838], [-2.35985, -1.69767, 0.47336], [-0.81017, -1.57447, 0.75899], [-3.18786, -0.56520, 1.06092], [-3.39412, -0.61060, 2.56676], [-3.90989, -2.02477, 2.98322], [-3.23563, -3.23085, 2.39622], [-1.91980, -3.45874, 3.13208], [-4.20761, -4.44147, 2.62561], [-2.93883, -2.95862, 0.97491], [-2.40733, -4.09245, 0.31526], [-3.67357, -1.58551, -1.21246], [-2.25566, -0.59165, -1.51150], [-2.30866, -2.21351, -1.80311], [-0.26504, -2.46199, 1.08031], [-0.25559, -1.33355, -0.14792], [-0.59296, -0.80917, 1.50413], [-2.72586, 0.41723, 0.96350], [-4.17620, -0.43310, 0.62066], [-2.37334, -0.55676, 2.94520], [-3.94396, 0.24220, 2.96487], [-4.99960, -2.04888, 2.98973], [-3.82244, -2.07123, 4.06871], [-1.29635, -2.56482, 3.14998], [-1.36649, -4.30959, 2.73459], [-2.13462, -3.68659, 4.17612], [-3.71450, -5.41269, 2.66642], [-5.06779, -4.57387, 1.96935], [-4.62867, -4.38009, 3.62912], [-3.14366, -4.31081, -0.26071], [0.98961, 3.38804, 6.18508], [1.74057, 2.92424, 7.44972], [0.96716, 3.29825, 8.71433], [1.68145, 1.35731, 7.44801], [2.72915, 0.70799, 6.47222], [4.10833, 1.30436, 6.75091], [4.19116, 2.84856, 6.75074], [5.55316, 3.16028, 7.45518], [4.28847, 3.30437, 5.30085], [3.11672, 3.33479, 7.61352], [3.23582, 4.63563, 7.90473], [-0.09464, 3.32999, 6.28063], [1.20421, 4.43026, 5.94881], [1.31081, 2.88272, 5.27427], [0.63390, 4.33606, 8.71414], [0.16999, 2.57808, 8.89868], [1.61455, 3.18116, 9.58339], [1.79210, 0.98338, 8.46587], [0.71165, 1.05560, 7.05234], [2.75166, -0.36154, 6.68125], [2.44392, 0.84794, 5.42956], [4.75853, 0.93321, 5.95870], [4.52323, 0.87506, 7.66286], [5.64083, 4.24499, 7.51699], [6.32528, 2.72873, 6.81824], [5.64906, 2.72657, 8.45057], [4.34028, 4.39304, 5.31560], [3.34618, 3.04796, 4.81668], [5.15508, 2.95008, 4.74267], [3.36891, 4.56384, 8.85274], [-2.88196, -7.98114, -4.72911], [-4.14603, -8.20549, -3.80943], [-3.95985, -9.02077, -2.48879], [-4.65989, -6.93513, -3.50914], [-3.05645, -7.32834, -5.58439], [-2.40233, -8.91756, -5.01404], [-2.16300, -7.47178, -4.08743], [-4.91470, -8.65600, -4.43734], [-3.15223, -8.70880, -1.82657], [-3.66170, -10.03377, -2.75902], [-4.84818, -9.13520, -1.86761], [-4.92033, -6.47274, -4.30912], [1.62823, -7.45973, 9.17609], [2.43411, -7.84091, 7.87757], [1.71310, -8.90295, 7.04077], [2.56384, -6.62430, 7.10075], [1.11193, -8.29999, 9.64031], [0.78779, -6.81876, 8.90977], [2.12219, -6.90652, 9.97488], [3.42865, -8.16292, 8.18630], [0.67487, -8.61405, 6.87734], [1.81522, -9.77673, 7.68435], [2.20020, -9.10458, 6.08674], [1.68345, -6.41591, 6.77968], [-9.75530, 7.94235, 0.75484], [-8.54000, 7.49289, 1.55681], [-8.43300, 5.97261, 1.79344], [-7.44323, 8.00615, 0.86087], [-10.61939, 7.54412, 1.28671], [-9.75625, 7.48822, -0.23605], [-9.85436, 9.02422, 0.66635], [-8.60149, 8.09082, 2.46610], [-8.46770, 5.34645, 0.90191], [-9.21257, 5.58560, 2.44964], [-7.50928, 5.81196, 2.34935], [-7.27196, 7.66771, -0.02101], [6.43744, -2.31641, -0.16415], [7.64945, -3.30599, -0.47866], [8.85578, -3.02742, 0.44492], [7.32465, -4.63998, -0.20540], [6.76438, -1.29473, 0.02916], [5.91625, -2.63480, 0.73868], [5.64930, -2.26158, -0.91509], [7.96153, -3.25550, -1.52181], [9.74393, -3.57536, 0.13018], [8.56284, -3.30132, 1.45846], [9.05939, -1.95876, 0.51275], [6.85735, -4.67642, 0.63239], [1.13412, -7.32055, 0.15491], [0.36421, -6.77928, -0.01969], [1.53839, -7.44680, -0.70350], [-7.59010, -0.12831, -4.87393], [-7.34935, -0.75761, -4.19404], [-7.16896, 0.68818, -4.60520], [-5.11434, 3.53121, -4.58917], [-4.43017, 3.49023, -5.25735], [-4.99850, 4.38844, -4.17933], [-7.01372, -3.92319, -0.72410], [-6.18651, -3.57854, -0.38770], [-6.76049, -4.67580, -1.25859]], "forces_ev_per_a": [[1.4266, -0.2949, 0.4094], [0.1477, -0.5915, -0.2814], [0.2659, -0.3176, 1.2736], [-0.9728, -1.4432, 0.7844], [1.1250, 0.7741, -0.4967], [-0.4579, -0.4746, 1.2273], [0.7799, -0.9326, 0.2633], [0.0973, 0.5315, -1.1548], [-0.4566, -0.0131, 0.3041], [0.0460, -0.3015, -0.3844], [-0.2620, 0.1335, 0.2458], [-0.1903, 0.0187, -0.3297], [-0.1538, 0.3629, -0.1529], [-0.0495, 0.1369, 0.1746], [0.0426, 0.0953, -0.3117], [0.0753, -0.1991, -0.0178], [-0.0487, 0.2363, -0.3087], [-0.8915, 0.7084, -0.7694], [-0.1378, 0.3592, -0.0507], [-0.3165, 0.6316, 0.2077], [-0.1092, -0.0019, -0.4228], [-0.0422, 0.3991, -0.0481], [0.8772, 0.6222, 0.2332], [-0.3758, -0.0331, -0.1253], [-0.0395, -0.3296, -0.0594], [0.0484, 0.1206, 0.1415], [0.0430, -0.2755, -0.2980], [-0.5094, 0.1522, 0.0970], [0.0581, -0.1931, -0.0202], [-0.0220, 0.1196, -0.1243], [0.4684, -0.1689, 0.0860], [-0.8792, 0.0634, 1.1105], [0.0755, -1.0056, -0.0224], [-0.8820, -0.6359, -1.5584], [0.9678, 0.4819, -1.1952], [-0.6177, 1.2172, 0.9985], [1.2748, -0.0086, 0.5019], [0.8119, 0.3710, -0.9894], [0.9142, -0.4583, 0.1731], [-2.2680, -0.4475, 0.5297], [0.5200, -0.4335, -0.0253], [-0.6024, -0.1273, -0.0235], [0.0758, -0.0743, -0.5221], [0.1435, 0.0933, -0.0576], [0.3283, -0.3668, -0.1926], [-0.0060, 0.2362, 0.2352], [0.4427, 0.4065, -0.1573], [0.2700, -0.4286, 0.4530], [-0.2697, 0.1478, -0.2324], [0.0201, 0.2597, 0.2037], [-0.0180, 0.0510, 0.2484], [0.0155, 0.3678, -0.0399], [0.3037, -0.1994, 0.3729], [-1.0602, 0.2402, -0.3486], [0.2572, 0.3203, -0.5866], [0.0518, -0.2090, 0.2600], [-0.3770, -0.1161, -0.0803], [0.2229, 0.2384, 0.6406], [-0.6688, 0.0996, 0.5209], [0.4815, 0.0772, -0.2969], [-1.1037, -1.0103, -1.5821], [1.0914, -0.2742, -0.0741], [0.0774, 0.2259, -0.1837], [-0.6584, 1.6326, 1.4549], [1.1224, -2.2753, -0.1637], [-1.0959, 2.2281, 1.5402], [0.4367, -0.2644, -0.6100], [-0.0260, -0.4387, 0.8266], [0.5642, -0.3058, 0.2453], [-1.8018, 0.2739, -0.8639], [0.1897, 0.1934, 0.2703], [-0.3667, 0.5247, 0.2718], [0.0352, 0.4843, 0.8904], [0.9973, -0.8584, 0.7249], [-0.7186, -0.3737, 0.2027], [-0.2506, 0.4609, -0.1317], [-0.0311, 0.1229, -0.0030], [0.4888, -0.0802, -0.8664], [0.0555, -0.5550, -0.5056], [0.0881, 0.2892, 0.5498], [-0.2273, -0.2886, -0.0799], [-0.2580, -0.1874, -1.1490], [0.6075, -0.2329, 0.2814], [-0.0149, -0.0792, -0.2012], [0.0531, 0.1349, -0.1992], [-0.0194, -0.1150, 0.1502], [0.4281, 0.0642, -0.4059], [0.1652, 0.5608, -0.3743], [0.0018, 0.4302, 0.1332], [0.1429, -0.3582, -0.2141], [0.4955, 0.9887, -0.3048], [-1.0859, -1.8249, -0.2066], [0.3029, 0.3777, 0.3107], [0.9006, 0.0227, -1.5262], [-0.3453, 0.8214, 1.5053], [-0.1201, -0.5389, -0.5971], [1.4617, -1.8966, 1.0611], [-0.8165, 0.2926, -0.6822], [-1.0923, 1.2808, 0.3240], [0.1804, -3.2287, -1.2377], [0.0857, 2.6990, 0.7597], [0.0340, -0.3003, 0.1249], [0.0435, 0.2951, 0.3122], [-0.1407, -0.4450, 0.1585], [-0.3042, -0.1061, -0.0487], [-0.3688, 0.3708, -0.2930], [0.2401, -0.0044, 0.0365], [0.1881, -0.0812, -0.0346], [-0.2940, 0.1145, 0.3897], [0.0131, -0.0822, -0.2107], [-0.1102, 0.0670, 0.0019], [0.3115, 0.1163, -0.0665], [-0.2090, 0.2133, 0.3004], [0.4048, -0.0456, -0.0002], [0.2055, 0.2166, 0.0899], [-0.2733, -0.0173, -0.0019], [0.0128, 0.2022, -0.2342], [0.2513, -0.0928, -0.4324], [-0.1266, -0.3030, 0.2613], [0.1499, 0.8858, 0.2296], [-0.0256, -0.5895, 1.8971], [0.3821, -0.0537, -0.9277], [0.5226, -0.2319, -0.9711], [-0.3112, 1.1173, 1.1841], [-0.3588, -0.2632, -0.0180], [-0.1976, -0.0351, -0.2865], [0.1850, 0.1670, -0.0487], [0.0072, -0.8007, 0.1243], [0.0340, 0.6340, -0.2229], [-0.0941, -0.1473, -0.2107], [-0.2301, 0.3893, -0.3711], [0.0747, -0.1381, -0.1158], [-0.6430, -0.3927, -0.4681], [-1.1999, 1.5521, 0.3776], [0.8086, 0.0930, 1.1161], [0.7018, -0.5226, 0.3314], [0.3585, -0.4089, 0.0324], [-0.0284, 0.1789, -0.4143], [0.6247, -0.1614, -0.3379], [0.0901, 0.1012, -0.4015], [-0.0642, -0.1896, 0.0734], [-0.6139, -0.4846, -0.3679], [0.0675, 0.1747, 0.0999], [-0.1002, 0.0646, -0.0450], [-0.8225, -1.0523, 0.5243], [-1.0544, 0.1222, -1.5648], [-0.0326, 0.5976, 0.8393], [2.0997, 0.7597, 0.4169], [-0.4497, 0.1761, -0.1653], [0.0550, 0.0261, -0.1261], [0.2470, -0.0950, 0.0900], [0.4293, -0.4908, 0.3978], [0.1939, 0.3435, -0.2492], [-0.2626, 0.2437, 0.0097], [0.1822, -0.2019, -0.2609], [-0.5860, -0.4303, 0.0876], [0.7163, -0.6144, -0.1693], [-0.0902, 1.2424, 1.3720], [-0.6076, 1.0033, -0.2100], [-0.8289, -0.9894, -0.7510], [0.2415, -0.0360, -0.1305], [0.1882, -0.1960, 0.2467], [0.2827, -0.2570, -0.3347], [-0.2117, 0.0413, -0.0227], [-0.1346, -0.0025, 0.0931], [0.1208, -0.2801, 0.0567], [0.3321, 0.0913, -0.2508], [-0.0144, -0.0050, 0.0996], [0.0698, -0.1109, 0.1921], [-0.2376, 0.1886, 0.0135], [0.1468, -0.0493, -0.1945], [-0.1255, -0.0724, -0.1986], [0.0221, -0.1900, 0.1730], [0.1256, 0.2932, 0.0318], [-0.1720, -0.1885, 0.0716], [0.1633, -0.0602, -0.1989], [-0.0103, 0.2092, 0.1311], [-0.2137, 0.0988, 0.0229], [0.2512, 0.1704, 0.1635], [0.0347, -0.2564, -0.1692]]}